Record 1
One molecule with the formula C4H7NO2 in a non-equilibrium geometry, computed with the ωB97M-V functional and the def2-TZVPD basis.

Summary:
SMILES ... O[C@@H]1CN=COC1
HOMO energy ... -9.8 eV
Energy relative to the best compared isomer or geometry (same formula, charge and spin) ... 1.561 eV
Orbital gap ... 0.391 hartree
LUMO ... 0.83 eV
Total charge ... 0

Last column: Mulliken charge in e.
Geometry (Å):
1 O -1.22627 -0.50395 1.39950  -0.546
2 C -1.00699 0.02174 0.10727  -0.016
3 C -0.26660 -0.93951 -0.84735  -0.637
4 N 1.17446 -0.97301 -0.66579  -0.522
5 C 1.72747 -0.08053 0.02603  0.064
6 O 1.17757 1.02447 0.57023  -0.371
7 C -0.17634 1.30278 0.19197  -0.448
8 H -0.47010 -1.04603 1.64479  0.364
9 H -2.00713 0.26663 -0.26860  0.379
10 H -0.51145 -0.70992 -1.89209  0.354
11 H -0.45994 -2.00083 -0.72461  0.340
12 H 2.78603 -0.15917 0.25930  0.414
13 H -0.18045 1.83036 -0.77052  0.314
14 H -0.56027 1.96696 0.96988  0.310


Record 2
A 2-piece molecular cluster, C11H20N2 overall in a non-equilibrium geometry, computed with the ωB97M-V functional and the def2-TZVPD basis.

Summary:
SMILES ... CC(C)(C)NC(C)(C)C.C#CC#N
HOMO energy ... -8.5 eV
Energy relative to the best compared isomer or geometry (same formula, charge and spin) ... 1.942 eV
Orbital gap ... 0.323 hartree
LUMO ... 0.31 eV
Total charge ... 0

Last column: Mulliken charge in e.
Geometry (Å):
1 C 1.67086 0.67785 -1.54963  -1.926
2 C 1.26623 -0.12925 -0.21794  1.589
3 C 1.59382 0.71893 1.03544  -1.624
4 C 2.20632 -1.36385 -0.17068  -1.705
5 N -0.04709 -0.66766 -0.25629  0.048
6 C -1.33631 -0.17387 -0.82503  1.613
7 C -1.94117 1.14155 -0.13713  -1.476
8 C -1.18061 0.22965 -2.26697  -1.945
9 C -2.48759 -1.20192 -0.50405  -1.825
10 H 1.25547 0.24007 -2.44918  0.479
11 H 1.31242 1.80016 -1.53564  0.245
12 H 2.73473 0.77058 -1.45396  0.521
13 H 2.58387 1.18008 0.92024  0.407
14 H 1.56474 0.14111 1.89857  0.505
15 H 0.83903 1.51606 1.27532  0.273
16 H 2.50766 -1.84025 -1.04589  0.382
17 H 3.15039 -1.02045 0.36764  0.367
18 H 1.88698 -2.09351 0.45344  0.461
19 H -0.30705 -0.89065 0.73840  0.005
20 H -1.26285 1.67298 0.45543  0.355
21 H -2.50808 1.86051 -0.78366  0.278
22 H -2.59939 0.78116 0.58481  0.476
23 H -0.54034 1.10393 -2.38383  0.421
24 H -2.22422 0.53630 -2.69094  0.385
25 H -0.81852 -0.53036 -2.95468  0.378
26 H -2.72091 -1.38286 0.47289  0.515
27 H -3.33706 -0.81735 -1.07908  0.388
28 H -2.40267 -2.19016 -0.90830  0.388
29 C -0.46653 -3.39306 1.72488  0.041
30 C -0.46616 -2.96333 2.85136  0.058
31 C -0.53255 -2.40241 4.09638  -0.086
32 N -0.53854 -1.97285 5.16152  -0.436
33 H -0.19972 -3.89607 0.84492  0.448


Record 3
A 7-piece molecular cluster, C39H85N7O7 overall in a non-equilibrium geometry, computed with the ωB97M-V functional and the def2-TZVPD basis.

Summary:
SMILES ... CC1(C)CCCC(C)(C)N1O.CC1(C)CCCC(C)(C)N1O.CC1(C)CCCC(C)(C)N1O.CN(C)C=O.CN(C)C=O.CN(C)C=O.CN(C)C=O
HOMO energy ... -7.5 eV
Energy relative to the best compared isomer or geometry (same formula, charge and spin) ... 0.023 eV
Orbital gap ... 0.290 hartree
LUMO ... 0.35 eV
Total charge ... 0

Last column: Mulliken charge in e.
Geometry (Å):
1 C -19.48873 9.72003 -1.95957  -1.727
2 C -20.22027 9.23455 -3.22533  1.950
3 C -21.30621 10.20612 -3.66374  -2.244
4 C -19.14725 9.11337 -4.33374  -1.389
5 C -18.35170 7.83206 -4.33623  -0.843
6 C -19.29176 6.63626 -4.19307  -1.237
7 C -20.17491 6.65692 -2.94430  1.770
8 C -21.13297 5.44812 -3.04273  -1.980
9 C -19.34499 6.44003 -1.67063  -1.760
10 N -20.90482 7.93808 -3.00274  0.287
11 O -21.85605 8.00456 -1.95692  -0.214
12 H -20.16181 9.58585 -1.10282  0.267
13 H -18.58895 9.17205 -1.70666  0.360
14 H -19.46254 10.81079 -2.01289  0.508
15 H -21.97751 10.43868 -2.83887  0.328
16 H -20.83632 11.11245 -4.05733  0.548
17 H -21.81560 9.79439 -4.53601  0.471
18 H -19.56879 9.38164 -5.31095  0.481
19 H -18.51503 10.00402 -4.22671  0.396
20 H -17.84683 7.82590 -5.30438  0.390
21 H -17.59289 7.89113 -3.55447  0.376
22 H -18.67013 5.74027 -4.29284  0.444
23 H -19.93240 6.52174 -5.07405  0.510
24 H -20.65945 4.55450 -3.45198  0.410
25 H -21.98969 5.64986 -3.68921  0.416
26 H -21.47834 5.18244 -2.04234  0.120
27 H -19.94941 6.47134 -0.76236  0.403
28 H -18.53898 7.16939 -1.63583  0.359
29 H -18.90793 5.43984 -1.61620  0.397
30 H -22.68261 7.98811 -2.45052  0.127
31 C -32.29724 7.28273 -3.11773  -1.873
32 C -32.34423 7.25343 -1.54700  1.733
33 C -32.47409 8.67391 -1.02800  -1.992
34 C -33.62709 6.52988 -1.09920  -1.340
35 C -33.66559 4.99965 -0.96154  -0.876
36 C -32.39550 4.47827 -0.28547  -1.345
37 C -31.15274 5.14235 -0.84808  1.966
38 C -30.02545 4.74443 0.16169  -2.077
39 C -30.79281 4.45200 -2.21276  -1.066
40 N -31.17796 6.59026 -0.95402  0.218
41 O -29.95999 7.19600 -1.28991  -0.374
42 H -31.24590 7.34038 -3.39416  0.338
43 H -32.80761 6.37678 -3.44471  0.399
44 H -32.86362 8.11677 -3.53234  0.442
45 H -32.31516 8.67692 0.05423  0.499
46 H -31.75026 9.33834 -1.48045  0.387
47 H -33.49613 9.02568 -1.17700  0.401
48 H -33.86503 6.97477 -0.12678  0.486
49 H -34.42043 6.90191 -1.75198  0.420
50 H -34.53764 4.79943 -0.33333  0.445
51 H -33.93845 4.51560 -1.90276  0.337
52 H -32.32317 3.39305 -0.38691  0.542
53 H -32.61419 4.51601 0.78756  0.391
54 H -30.02815 5.39284 1.03843  0.540
55 H -29.05407 4.64310 -0.31427  0.242
56 H -30.23546 3.71882 0.47690  0.456
57 H -31.27623 3.47580 -2.20726  0.314
58 H -29.74343 4.18906 -2.34930  -0.180
59 H -30.99656 5.13858 -3.02856  0.314
60 H -29.43176 7.15060 -0.48303  0.322
61 C -29.85888 2.76341 -4.65389  -2.564
62 C -29.26885 1.93767 -5.77217  1.838
63 C -29.48150 0.42285 -5.50637  -1.840
64 C -30.11984 2.27312 -7.01250  -1.411
65 C -29.51420 1.95695 -8.36553  -0.813
66 C -28.17181 2.64192 -8.54231  -1.209
67 C -27.19487 2.41216 -7.35234  1.548
68 C -26.50995 1.05085 -7.62990  -1.731
69 C -26.21075 3.57789 -7.28068  -1.803
70 N -27.87509 2.36616 -6.02722  0.734
71 O -26.97337 1.88929 -5.04309  -0.465
72 H -29.70692 3.83834 -4.75675  0.551
73 H -29.46855 2.42960 -3.69002  0.508
74 H -30.95056 2.72166 -4.57653  0.479
75 H -29.48610 -0.19180 -6.40670  0.364
76 H -30.32176 0.20247 -4.84977  0.432
77 H -28.60107 0.06932 -4.95688  0.347
78 H -31.06469 1.74537 -6.84413  0.442
79 H -30.48342 3.30833 -7.04558  0.527
80 H -30.27400 2.32669 -9.05616  0.389
81 H -29.40146 0.87466 -8.45753  0.345
82 H -28.26680 3.65281 -8.94115  0.410
83 H -27.66620 2.09801 -9.34619  0.394
84 H -25.85613 1.05740 -8.50615  0.488
85 H -25.78762 0.77581 -6.85822  0.257
86 H -27.30229 0.30604 -7.68333  0.404
87 H -25.77792 3.64972 -8.28090  0.479
88 H -26.73553 4.49071 -7.00678  0.379
89 H -25.47137 3.33077 -6.51873  0.203
90 H -26.80957 2.65657 -4.46667  0.518
91 C -24.07342 11.82398 -0.50114  -0.908
92 N -24.85087 10.62823 -0.81007  0.169
93 C -25.75955 10.71388 -1.93300  -0.967
94 C -24.51746 9.44898 -0.28572  -0.054
95 O -24.90420 8.37951 -0.76572  -0.549
96 H -23.60763 12.11410 -1.44563  0.312
97 H -23.29918 11.64003 0.23923  0.307
98 H -24.69229 12.64766 -0.14395  0.300
99 H -26.46962 11.50958 -1.69415  0.370
100 H -25.26919 11.12231 -2.82369  0.309
101 H -26.30550 9.81686 -2.19439  0.287
102 H -23.81350 9.52638 0.55411  0.329
103 C -24.67723 5.29612 -0.46002  -1.071
104 N -25.31753 5.21240 -1.77441  0.564
105 C -24.89373 6.20740 -2.74110  -0.376
106 C -26.05483 4.12905 -2.04517  0.124
107 O -26.59446 3.85535 -3.11267  -0.937
108 H -23.63014 5.03278 -0.65066  0.235
109 H -25.00342 4.54706 0.26045  0.352
110 H -24.76651 6.29741 -0.04993  0.363
111 H -25.21146 5.89276 -3.73545  0.390
112 H -25.44618 7.09938 -2.45350  0.351
113 H -23.82499 6.39624 -2.80262  -0.474
114 H -26.23167 3.51892 -1.14774  0.367
115 C -23.95429 3.29665 4.56926  -0.929
116 N -22.93022 4.20474 4.04998  0.147
117 C -23.44041 5.29290 3.23946  -1.040
118 C -21.63239 4.04218 4.34910  0.174
119 O -20.75597 4.75505 3.89011  -0.583
120 H -24.61179 3.83821 5.25185  0.351
121 H -23.50092 2.53206 5.20233  0.304
122 H -24.51138 2.78493 3.78644  0.294
123 H -22.97054 6.22958 3.53680  0.376
124 H -23.36541 5.03968 2.18279  0.259
125 H -24.48948 5.47641 3.47887  0.369
126 H -21.41722 3.17031 4.98359  0.267
127 C -22.10689 2.57541 -4.94178  -0.536
128 N -22.06565 2.07101 -3.57407  0.235
129 C -23.32282 2.00109 -2.88218  -0.941
130 C -20.90186 1.88342 -2.91448  -0.032
131 O -20.82830 1.78957 -1.70312  -0.598
132 H -23.07364 2.30326 -5.35744  0.054
133 H -21.28161 2.19922 -5.54872  0.325
134 H -21.99113 3.66072 -5.02987  0.233
135 H -23.59442 2.91162 -2.33994  0.184
136 H -24.12703 1.72862 -3.56526  0.291
137 H -23.29621 1.19812 -2.14376  0.382
138 H -19.99337 1.85748 -3.53550  0.423


Record 4
C22H29AgN4OS2 as an isolated structure in a non-equilibrium geometry, computed with the ωB97M-V functional and the def2-TZVPD basis.

Summary:
HOMO energy ... -6.8 eV
Energy relative to the best compared isomer or geometry (same formula, charge and spin) ... 0.226 eV
Orbital gap ... 0.263 hartree
LUMO ... 0.34 eV
Total charge ... 0

Last column: Mulliken charge in e.
Geometry (Å):
1 Ag 0.26350 -0.44223 -0.79019  0.033
2 C 3.46680 -4.21783 -1.20329  -0.910
3 N 2.05880 -4.39353 -1.00759  0.174
4 C 1.47070 -5.42833 -0.32979  -0.611
5 C 0.13820 -5.24163 -0.34659  -0.404
6 N -0.11330 -4.06203 -1.03339  0.516
7 C 1.09090 -3.53443 -1.44979  0.030
8 S 1.35300 -2.27013 -2.48719  -0.514
9 C -1.37000 -3.47473 -1.09039  0.265
10 C -2.49630 -4.30433 -1.14339  -0.810
11 C -3.74610 -3.73423 -1.04999  -0.364
12 C -3.83350 -2.35483 -0.88099  -0.895
13 C -2.66590 -1.61543 -0.90689  -0.120
14 N -1.45840 -2.14803 -1.01899  0.343
15 H 3.94300 -5.19103 -1.31829  0.339
16 H 3.91300 -3.69813 -0.35099  0.300
17 H 3.61470 -3.62043 -2.10239  0.326
18 H 2.05430 -6.21273 0.10551  0.462
19 H -0.64130 -5.82283 0.10151  0.425
20 H -2.37810 -5.36853 -1.26959  0.467
21 H -4.62840 -4.35693 -1.09579  0.418
22 H -4.78640 -1.87143 -0.74779  0.417
23 H -2.68880 -0.53673 -0.81449  0.279
24 O -0.14410 -1.23903 1.56001  -0.616
25 S 0.54530 -0.18373 2.33261  0.386
26 C -0.07850 -0.44783 4.06801  -0.692
27 C -1.01920 0.69057 4.43041  -0.630
28 C -1.62580 1.18287 3.12241  -0.771
29 C -0.45410 1.34157 2.17921  0.283
30 H 0.77580 -0.52233 4.73761  0.373
31 H -0.58940 -1.40713 4.01061  0.298
32 H -0.45680 1.50217 4.89441  0.292
33 H -1.78240 0.35337 5.13421  0.346
34 H -2.17530 2.11587 3.25521  0.376
35 H -2.31000 0.42887 2.72821  0.316
36 H 0.20450 2.15877 2.46751  0.491
37 H -0.72460 1.43257 1.13001  -0.649
38 C -1.54160 3.69167 -0.16189  -0.590
39 N -1.05140 4.09977 -1.45319  0.156
40 C -0.49790 5.43227 -1.38439  -1.059
41 C -0.24290 3.10137 -2.15259  -1.695
42 C 1.10960 2.73987 -1.56459  1.896
43 C 2.13480 3.66647 -1.73159  -0.605
44 C 3.39140 3.45657 -1.19759  -0.540
45 C 3.61490 2.30327 -0.46879  -0.866
46 C 2.60790 1.35877 -0.34909  0.193
47 C 1.32300 1.50647 -0.90969  -0.874
48 H -2.39860 4.31827 0.10021  0.364
49 H -0.79540 3.78467 0.64421  0.254
50 H -1.87460 2.65607 -0.21409  -0.013
51 H -1.27690 6.10297 -1.01529  0.348
52 H -0.20610 5.75757 -2.37989  0.312
53 H 0.36960 5.52397 -0.71249  0.352
54 H -0.10800 3.48887 -3.16749  0.563
55 H -0.85690 2.19017 -2.21859  0.362
56 H 1.95370 4.55987 -2.31549  0.385
57 H 4.18150 4.18237 -1.34759  0.380
58 H 4.58490 2.12417 -0.02059  0.382
59 H 2.85340 0.44827 0.20091  0.325


no.,energy (a.u.)
1,-361.8235
2,-540.4784
3,-2446.7625
4,-2093.2518